Entry 1:
C5H25NO8S | ωB97M-V/def2-TZVPD

ORCA input file:
```
! wB97M-V def2-TZVPD RIJCOSX def2/J DEFGRID3
* xyz 0 1
O -4.458 -0.342 -2.264
H -1.164 -4.687 0.170
O 2.417 -0.769 4.109
O -0.542 0.559 2.275
H -2.240 2.373 1.862
O 1.040 4.097 3.075
H 5.404 0.558 -0.504
H -0.684 0.197 1.391
H -3.714 0.251 -0.412
O 4.743 0.068 -0.030
H 0.713 4.034 3.975
H -2.189 -3.218 -2.686
H -1.001 2.606 1.109
H -2.228 -0.931 -2.887
H -1.343 0.476 -0.331
C -2.177 -0.722 -1.776
H 3.835 -1.211 -3.888
O -1.863 2.202 0.991
H 2.723 2.232 2.334
H 3.166 1.092 1.259
H -0.543 -1.990 -1.088
H 4.547 -0.859 -0.015
C -1.615 -1.915 -0.973
H 1.983 -0.796 4.960
H 3.274 -2.238 -2.721
H -0.709 2.311 -1.503
C -3.571 -0.202 -1.460
H 0.252 4.096 2.526
H -3.203 -3.267 -1.148
H -0.501 1.415 -2.925
O 3.940 -1.640 -3.045
H 0.412 0.554 2.410
C -1.188 1.531 -2.114
S -1.144 -4.640 -1.182
C -2.172 -3.201 -1.567
H 2.417 0.108 3.751
H -2.141 2.030 -2.471
H -1.785 -1.849 0.121
N -1.287 0.341 -1.317
O 2.598 1.345 1.989
*
```

Properties
- Max |F|: 3.0 eV Å⁻¹
- Kohn-Sham gap: 8.6504 eV
- E_LUMO: 0.08 eV

Entry 2:
C5H26N2O7 | ωB97M-V/def2-TZVPD

ORCA input file:
```
! wB97M-V def2-TZVPD RIJCOSX def2/J DEFGRID3
* xyz 0 1
H 2.501 -3.258 1.918
O 1.243 1.811 -2.040
C 2.356 -3.586 0.907
C 0.157 -2.864 1.612
O -2.978 3.559 -1.143
H 0.552 -4.237 0.166
C 0.113 -1.330 1.671
H -0.866 -3.220 1.535
H 4.390 -2.921 0.541
H -4.439 1.253 -0.553
H -1.560 -1.349 2.868
H 0.606 1.202 -2.443
H -3.653 2.906 -1.392
H 3.166 -1.833 -0.063
O -0.685 0.565 -3.265
H 2.105 1.835 -2.568
H -1.224 0.102 2.195
H 2.107 -1.002 2.349
H -2.619 3.189 -0.329
H -3.755 0.684 -1.812
N 0.949 -3.367 0.491
H 0.370 -0.915 0.719
H 2.570 -4.626 0.911
H 0.951 -1.222 3.662
O 0.951 0.625 2.905
H 1.335 1.968 -0.328
H -1.188 0.090 -2.642
C 3.394 -2.881 0.057
C 1.094 -0.774 2.676
H 0.518 -3.255 2.549
H 1.204 1.201 2.109
H -1.947 3.451 -2.550
O 1.378 2.228 0.593
O -1.287 3.295 -3.269
H 3.484 -3.293 -0.937
O -4.487 1.316 -1.509
H -0.404 3.374 -2.822
H 1.077 3.153 0.572
N -1.252 -0.906 1.973
H -1.140 1.454 -3.403
*
```

Properties
- Max |F|: 2.7 eV Å⁻¹
- Kohn-Sham gap: 8.7462 eV
- E_LUMO: -0.14 eV

Entry 3:
C5H26NO8S | ωB97M-V/def2-TZVPD

ORCA input file:
```
! wB97M-V def2-TZVPD RIJCOSX def2/J DEFGRID3
* xyz -1 1
C 0.043 0.038 -2.006
S -0.009 -1.084 3.513
H -1.538 -2.602 2.294
O -0.964 -3.276 -0.792
H 1.824 3.905 1.406
H 2.698 2.811 0.915
H 2.043 2.394 -1.179
H -0.793 -0.636 -1.838
C 1.494 -1.503 2.593
H 0.489 -2.591 1.113
H 1.722 -2.495 2.979
H -0.038 0.255 3.419
H -1.818 -2.947 -1.100
H 0.448 2.234 -2.025
O 2.660 3.459 1.632
N 1.052 -0.454 -1.029
O -2.889 -0.041 -0.511
H 0.558 0.363 0.860
H -3.088 0.235 0.391
C 1.163 -1.733 1.102
H -2.118 0.663 -0.632
H 3.368 3.224 -1.327
O -1.626 -3.462 1.861
H -0.594 4.083 1.068
H 2.355 -0.864 2.762
H -1.378 -3.215 0.940
H -0.389 2.958 0.045
O -1.094 1.740 -0.665
H -0.347 -2.620 -1.126
H -1.098 1.815 -2.620
H 1.731 0.292 -0.914
H 2.114 -2.043 0.655
O 2.979 2.429 -0.960
O 0.116 3.669 0.570
C 0.503 -0.601 0.348
O -2.914 -1.568 -2.772
H -0.565 -0.787 0.278
C -0.364 1.498 -1.849
H 0.384 -0.220 -3.012
H -3.148 -0.923 -2.077
H -2.973 -2.398 -2.310
*
```

Properties
- Max |F|: 2.4 eV Å⁻¹
- Kohn-Sham gap: 7.9450 eV
- E_LUMO: 2.90 eV

Entry 4:
C5H26NO9 | ωB97M-V/def2-TZVPD

ORCA input file:
```
! wB97M-V def2-TZVPD RIJCOSX def2/J DEFGRID3
* xyz -1 1
H 1.135 -0.120 -3.504
C 1.260 -0.651 -1.505
H 0.827 -1.319 -0.747
O 2.499 -1.199 -1.824
O 0.770 2.865 -0.710
C -2.579 -0.921 -0.959
O -2.780 2.597 -0.766
H -2.381 1.799 -0.242
H 1.117 -0.699 3.202
O 1.982 1.070 3.751
H 1.038 0.059 1.851
O 4.175 -1.067 1.110
H 3.049 -0.571 -2.358
H -1.189 1.142 1.494
H 1.301 1.344 3.114
H 2.685 1.052 3.269
H -3.333 -2.792 -0.096
H 3.660 -1.585 0.480
H 1.554 3.309 -0.491
O 0.873 1.541 1.402
H -0.596 -3.198 1.221
H -1.019 0.833 -1.895
N -3.483 -1.762 -0.259
H 0.254 -1.542 -3.383
H 1.320 0.475 -1.088
H 0.854 2.111 -0.107
H -4.026 -1.375 0.571
O 1.269 -0.836 2.248
O -1.098 -3.362 2.109
H -1.428 0.268 -3.502
H -2.640 0.172 -0.513
H -0.650 -2.746 2.697
C -0.934 -0.108 -2.608
H -1.655 -2.244 -2.352
H 3.463 -0.623 1.612
H -0.977 2.518 1.417
H 0.810 2.342 1.682
H -2.094 3.291 -0.717
C 0.446 -0.671 -2.857
O -1.642 1.911 1.301
C -1.836 -1.310 -2.051
*
```

Properties
- Max |F|: 8.8 eV Å⁻¹
- Kohn-Sham gap: 8.2759 eV
- E_LUMO: 3.07 eV

Entry 5:
C5H26NO9 | ωB97M-V/def2-TZVPD

ORCA input file:
```
! wB97M-V def2-TZVPD RIJCOSX def2/J DEFGRID3
* xyz 0 2
O 1.546 -0.312 -2.569
H -0.920 0.296 -1.204
O -2.742 0.272 -2.061
C -0.549 2.722 0.022
H 3.227 1.342 1.532
H 0.811 0.130 -0.861
O -2.332 -0.141 1.572
C -1.703 0.280 2.556
C 0.406 1.163 1.752
O 0.063 -2.382 0.473
H 0.020 0.213 3.804
O 2.196 -2.523 1.989
N -0.212 0.371 -0.461
H 0.993 -0.688 -3.298
H 1.826 -2.373 1.143
H 2.403 2.144 -1.009
C -0.195 0.184 2.674
H -0.305 -2.261 1.359
H 4.290 0.623 0.891
H 1.899 -3.401 2.163
H 0.532 2.239 2.279
H -0.325 3.574 0.737
O -0.460 -1.577 -3.548
H -1.219 -1.439 -4.187
H -3.346 -0.316 -2.361
H 0.198 -0.829 2.482
H -3.138 0.992 -1.591
O 1.814 2.428 -1.750
H -0.506 -0.495 0.131
H -0.920 -1.677 -2.670
O 3.328 1.041 0.650
H -0.961 3.145 -0.934
H -0.564 -3.085 0.146
H -2.502 -1.325 -0.157
H 1.501 0.676 -2.548
O -2.414 -2.199 -0.196
C -0.159 1.501 0.442
H 2.101 2.496 -2.615
H -3.068 -2.772 0.184
H -2.130 0.984 3.311
H 1.516 0.982 1.726
*
```

Properties
- Max |F|: 7.2 eV Å⁻¹
- Kohn-Sham gap (alpha / beta): 3.2174 / 7.0444 eV
- <S²>: 0.753
- E_LUMO (alpha / beta): 0.02 / 0.01 eV

Entry 6:
C5H27N2O6 | ωB97M-V/def2-TZVPD

ORCA input file:
```
! wB97M-V def2-TZVPD RIJCOSX def2/J DEFGRID3
* xyz 0 2
H 0.423 1.412 3.370
H -3.069 -0.186 0.482
N 1.815 1.030 -2.241
H -0.419 1.786 1.489
H -0.952 1.995 -0.742
H 2.654 -2.407 0.457
H 3.372 -3.256 -0.561
H 0.581 -0.303 -1.021
H -1.033 -3.022 1.374
H 2.105 2.085 1.309
O 2.553 -3.210 -0.058
H -0.160 0.386 -2.378
H -2.411 -3.362 1.816
H -2.930 0.673 -1.089
H 0.794 2.653 -0.615
H -2.812 2.179 2.780
H 1.010 -0.210 -3.662
O -3.150 1.618 -1.224
H -3.760 1.496 -1.990
C 0.122 1.779 -0.591
O 0.233 -2.359 -0.910
H 2.182 1.335 3.672
C 1.347 0.837 3.057
H 2.682 1.186 -1.696
H -0.549 -2.831 -1.254
C 2.032 -0.102 -3.166
H 2.378 -1.011 -2.722
C 1.581 1.157 1.577
H 2.316 0.371 1.165
H 1.483 -0.198 3.442
H 1.015 -2.929 -0.829
H -2.435 2.272 1.348
N 0.270 1.204 0.809
O -2.130 -0.344 0.567
H 2.550 0.269 -4.031
O -1.932 -3.012 1.073
C 0.550 0.701 -1.568
H -0.319 0.319 0.717
H -1.992 -1.182 0.125
O -2.004 2.122 2.228
*
```

Properties
- Max |F|: 3.7 eV Å⁻¹
- Kohn-Sham gap (alpha / beta): 2.4368 / 9.0035 eV
- <S²>: 0.751
- E_LUMO (alpha / beta): 0.14 / 0.04 eV

Entry 7:
C5H27N2O6S | ωB97M-V/def2-TZVPD

ORCA input file:
```
! wB97M-V def2-TZVPD RIJCOSX def2/J DEFGRID3
* xyz 1 1
O -0.767 0.874 -3.264
H -2.771 -0.359 2.502
H 0.488 -1.359 1.618
C 1.243 -2.662 0.176
H -0.449 4.948 -0.550
H 2.564 0.029 1.149
H 2.288 -3.826 1.762
H 1.479 1.936 -0.249
H -1.664 1.145 -3.483
H 0.704 1.674 1.272
C 1.703 -0.088 0.463
H 3.186 -2.597 1.135
C 2.451 -3.328 0.813
N -0.375 0.894 -0.426
H -2.797 3.393 -0.807
H -3.801 2.352 -0.139
C 0.031 -3.621 0.339
H -1.780 -3.457 -1.555
H 1.348 -2.441 -0.887
H -0.480 -0.155 -0.326
O 0.224 4.287 -0.351
H 1.949 3.135 -3.218
H 0.538 3.827 -1.150
H 2.297 -0.335 -0.396
H -1.137 1.237 0.150
H 1.182 2.026 3.376
N 0.913 -1.320 0.705
H -0.459 0.141 -3.804
O 1.717 2.372 -2.676
H -0.358 1.330 -1.343
S -1.314 -2.725 -0.527
O 1.012 1.291 3.969
H 2.833 -3.987 0.072
H 1.252 1.713 -3.199
H 0.060 1.226 4.084
O -2.925 2.739 -0.117
C 0.936 1.198 0.334
H 0.197 -4.611 -0.133
H -0.091 -3.881 1.388
H -2.906 0.628 1.276
O -2.298 0.170 1.857
*
```

Properties
- Max |F|: 2.9 eV Å⁻¹
- Kohn-Sham gap: 8.9346 eV
- E_LUMO: -2.93 eV

Entry 8:
C5H27N2O8 | ωB97M-V/def2-TZVPD

ORCA input file:
```
! wB97M-V def2-TZVPD RIJCOSX def2/J DEFGRID3
* xyz -1 1
H 1.176 3.160 -0.214
H 1.585 0.280 -3.575
O -2.669 -0.233 2.847
H -1.148 -1.966 0.989
O -2.019 -1.508 0.385
O -3.095 0.920 -0.800
H -0.397 3.921 -0.231
N -0.366 0.810 1.240
H -1.476 -1.239 -1.236
C 0.941 1.288 -1.802
C 0.657 0.443 -2.982
H 1.199 0.709 -0.913
H 2.911 -1.866 0.076
H -2.882 -1.773 0.701
H -1.018 1.575 -1.262
O 2.113 -2.169 1.521
O -0.333 -2.429 1.927
H -2.959 0.236 -0.115
O 3.313 -1.655 -0.815
H 2.456 -2.688 2.251
C 0.097 2.945 -0.245
H -0.185 -1.359 -3.584
H 0.907 -2.323 1.506
C -0.007 -0.944 -2.567
H 0.552 0.378 1.224
O -1.291 -0.651 -2.029
H 3.717 0.549 2.292
H 0.542 -1.566 -1.898
H -2.201 0.387 2.273
H -2.779 0.436 -1.566
O 2.968 0.302 1.743
H -1.995 -0.895 2.998
H -1.170 2.790 1.489
H -0.876 0.392 0.450
H 2.760 -0.657 1.893
N -0.215 2.156 -1.440
H -0.065 0.989 -3.611
H -0.360 -1.816 2.664
H 0.457 2.576 1.871
H 3.451 -0.712 -0.664
C -0.267 2.251 1.105
H 1.850 1.946 -1.950
*
```

Properties
- Max |F|: 3.7 eV Å⁻¹
- Kohn-Sham gap: 8.3782 eV
- E_LUMO: 3.04 eV

Entry 9:
C5H27N2O8 | ωB97M-V/def2-TZVPD

ORCA input file:
```
! wB97M-V def2-TZVPD RIJCOSX def2/J DEFGRID3
* xyz 1 1
O -1.243 0.404 3.981
H -3.647 1.220 -2.417
N -0.790 0.790 0.229
H 2.511 1.087 3.051
N 2.188 0.566 2.243
H -4.666 -1.608 0.662
H 2.950 -1.125 1.068
H 2.372 -2.854 -2.111
H 3.683 -0.805 2.539
O 2.299 -1.949 -1.758
H -2.259 1.187 -3.123
C 1.956 0.701 -1.897
H -0.735 -0.291 4.419
H 0.992 -0.530 0.271
H 2.864 0.251 -1.437
C 0.702 0.560 0.240
H -1.036 1.764 -0.152
O 0.241 1.672 2.312
H -1.177 0.372 1.074
H 0.605 2.175 -1.168
H 2.142 2.012 -0.181
O -1.301 -3.960 -2.032
H 2.299 0.991 -2.881
H 3.856 0.440 1.120
H -0.622 3.258 1.353
H -1.359 1.143 4.585
C 1.039 0.991 1.676
H -1.116 0.168 -0.510
O -0.743 3.550 0.433
H -1.899 -4.558 -1.570
O -2.768 0.838 -2.387
O -1.358 -1.753 -0.173
H -0.960 4.487 0.528
C 3.251 -0.290 1.657
H -0.873 -2.358 -0.752
H -4.961 -1.234 -0.749
H 1.214 -0.002 -2.462
H -1.734 -3.691 -2.846
C 1.379 1.507 -0.797
O -4.221 -1.515 -0.194
H 3.232 -1.930 -1.497
H -2.305 -1.683 -0.344
*
```

Properties
- Max |F|: 2.9 eV Å⁻¹
- Kohn-Sham gap: 10.4111 eV
- E_LUMO: -2.24 eV

Entry 10:
C5H27N3O6 | ωB97M-V/def2-TZVPD

ORCA input file:
```
! wB97M-V def2-TZVPD RIJCOSX def2/J DEFGRID3
* xyz 2 1
H -1.762 -2.224 -4.525
O 1.704 2.992 0.856
H 0.656 0.046 2.175
H -1.432 -4.810 0.493
H 1.000 -1.093 -0.113
C 0.456 0.348 -1.663
C 1.834 -0.116 -1.977
N -0.425 0.302 -2.823
C -0.859 -0.157 0.667
H -0.343 3.488 3.687
N -0.014 0.630 1.645
O -1.267 -2.137 -3.569
H 0.758 3.910 -2.354
O 0.068 3.044 2.934
C -1.972 -0.897 1.046
C 0.027 -0.662 -0.475
O 0.877 2.943 -2.442
H -2.525 -1.584 0.366
H 2.610 0.481 -1.606
H 2.158 -0.175 -2.976
H -0.459 -0.456 -3.310
H 1.853 -1.834 4.062
H -3.465 -1.068 2.483
H -0.200 1.067 -3.379
H 1.620 3.368 -0.060
H -2.100 0.094 2.815
O -0.688 -4.194 0.601
H -0.464 1.436 2.117
H 0.827 3.545 2.625
H 1.788 -2.509 2.551
H -1.422 0.526 -2.572
H -0.439 -1.500 -0.964
H 2.635 2.807 0.789
H 2.062 -1.203 -1.689
N -2.388 -0.824 2.281
H 0.576 1.247 0.929
H -0.425 -2.558 -3.684
O 1.508 -1.670 3.116
H 1.501 2.992 -3.090
H 0.429 1.371 -1.180
H -0.193 -5.031 1.125
*
```

Properties
- Max |F|: 8.4 eV Å⁻¹
- Kohn-Sham gap: 8.9446 eV
- E_LUMO: -5.44 eV

Entry 11:
C5H27NO7 | ωB97M-V/def2-TZVPD

ORCA input file:
```
! wB97M-V def2-TZVPD RIJCOSX def2/J DEFGRID3
* xyz 0 1
H 2.712 -1.011 1.058
C 2.211 -1.515 0.330
H -0.199 -3.499 0.655
H 1.804 2.528 -2.572
O -1.757 0.323 -2.160
N 0.103 -0.122 1.018
H 3.878 0.074 3.951
C 0.638 -1.455 0.457
O -3.325 -0.072 0.149
O 0.695 1.124 -3.430
H 1.801 1.064 0.362
H -3.677 3.299 -1.538
O -2.999 -2.439 -1.047
H -3.677 -1.724 -0.802
O 3.476 0.565 3.252
H 1.078 0.229 -3.625
H 2.554 -1.088 -0.537
H -0.277 -0.772 3.040
H 0.571 2.007 1.067
H 2.643 -2.552 0.396
C 0.347 -0.007 2.427
H -3.166 0.896 -0.249
H 2.169 3.353 -3.851
H 0.293 1.236 -0.592
H 0.644 -2.919 2.043
H 3.614 0.080 2.503
H 1.435 -0.281 2.804
H -2.712 0.012 0.916
C 0.010 -2.631 1.198
H 0.093 0.937 2.851
H -3.006 3.212 -0.360
O -3.674 2.691 -0.670
H 0.261 -1.294 -0.560
H -0.919 -2.214 1.656
H -2.275 -0.220 -2.832
C 0.762 1.038 0.443
H -0.085 0.903 -2.934
H -2.625 -2.669 -0.251
O 2.152 3.389 -2.906
H -1.570 -0.477 -1.659
*
```

Properties
- Max |F|: 5.3 eV Å⁻¹
- Kohn-Sham gap: 9.2342 eV
- E_LUMO: 0.32 eV

Entry 12:
C5H27O9 | ωB97M-V/def2-TZVPD

ORCA input file:
```
! wB97M-V def2-TZVPD RIJCOSX def2/J DEFGRID3
* xyz -1 1
H -28.649 -19.325 5.060
H -22.022 -21.931 5.261
O -26.892 -20.960 7.764
H -22.834 -22.909 6.567
H -21.228 -17.561 3.686
O -24.126 -21.899 5.315
O -24.030 -21.403 2.423
O -24.933 -19.446 5.558
H -24.128 -18.404 8.460
H -26.861 -20.001 7.834
O -25.723 -15.044 4.736
H -23.408 -17.808 0.675
C -23.201 -18.062 2.781
H -26.205 -16.154 3.551
O -26.540 -16.868 2.881
H -26.116 -15.086 6.772
O -24.451 -18.581 3.057
H -22.510 -17.830 4.814
H -25.338 -16.510 6.202
H -24.605 -20.437 5.532
H -22.675 -21.169 6.633
O -27.740 -19.139 4.806
H -27.367 -20.000 4.579
H -21.662 -17.848 1.173
H -21.811 -19.223 3.931
H -24.374 -18.946 6.194
C -22.669 -18.219 1.364
H -22.726 -18.725 7.945
H -23.880 -21.666 3.351
H -27.013 -16.309 5.765
C -22.896 -22.011 5.932
H -22.566 -19.293 1.142
C -26.071 -15.733 5.877
H -24.956 -18.970 4.678
H -23.355 -16.956 2.811
C -22.118 -18.170 3.851
H -27.451 -17.154 3.002
O -23.580 -18.375 7.669
H -24.159 -20.441 2.475
H -25.884 -17.638 2.881
H -26.986 -21.123 6.820
*
```

Properties
- Max |F|: 4.2 eV Å⁻¹
- Kohn-Sham gap: 6.6521 eV
- E_LUMO: 2.33 eV